Entry from the OMol25 dataset: one molecule with the formula C5H11N in a non-equilibrium geometry (ωB97M-V/def2-TZVPD).

The calculation puts the HOMO energy at -9.442 eV. As for the structure (SMILES): C=NCCCC. As for the net charge: 0. For the energy above the lowest of the compared OMol25 structures with the same formula, charge and spin, the calculation gives 38.88 kcal/mol. The frontier orbital gap comes out at 10.50 eV.

```
17
Properties=species:S:1:pos:R:3:mulliken_charge:R:1
C -2.58131 -0.88161 -1.23089 -0.41
N -1.38851 -0.64777 -0.91269 -0.32
C -1.30684 -0.03471 0.40803 -0.66
C 0.08015 0.54973 0.42643 -0.70
C 1.26675 -0.38090 0.20787 -0.26
C 2.52550 0.48017 0.26208 -1.19
H -3.35175 -1.10505 -0.48423 0.29
H -2.86527 -0.66700 -2.24914 0.27
H -1.66894 -0.62381 1.26789 0.42
H -1.98131 0.83493 0.35195 0.37
H 0.07260 1.24822 -0.42390 0.26
H 0.19987 1.12704 1.34315 0.39
H 1.19300 -0.88375 -0.76636 0.27
H 1.29611 -1.17332 0.96668 0.29
H 2.47612 1.26189 -0.50716 0.32
H 3.44401 -0.09070 0.10784 0.35
H 2.58981 0.98663 1.23244 0.31
```

Entry from the OMol25 dataset: C6H8N2 as an isolated structure in a non-equilibrium geometry (ωB97M-V/def2-TZVPD).

The calculation puts the HOMO energy at -7.892 eV. As for the net charge: 0. For the energy above the lowest of the compared OMol25 structures with the same formula, charge and spin, the calculation gives 107.53 kcal/mol. The frontier orbital gap comes out at 8.56 eV.

```
16
Properties=species:S:1:pos:R:3:mulliken_charge:R:1
C -1.77761 0.05605 -0.00966 -0.81
C -0.77984 1.31375 -0.08837 -0.14
C 0.56276 0.75820 -0.16267 0.23
C 1.99752 1.05930 0.07602 -0.41
C 1.57847 -1.12329 -0.19863 -0.14
C -0.66579 -1.21557 0.18405 -0.59
H -2.53001 -0.24171 0.73306 0.35
H -2.19263 -0.08528 -0.99956 0.27
H -0.70897 2.14090 0.81133 0.24
H -1.14104 1.71494 -1.38747 0.19
H 2.50744 1.98144 0.67976 0.26
H 1.61408 -2.14191 -0.43147 0.37
H -1.02508 -2.16271 -0.32075 0.30
H -0.47384 -1.43647 1.32993 0.34
N 2.59415 -0.15564 -0.03638 -0.65
N 0.44038 -0.46200 -0.17920 0.19
```

Entry from the OMol25 dataset: C3Li2O3Tl as an isolated structure in a non-equilibrium geometry (ωB97M-V/def2-TZVPD).

The calculation puts the HOMO energy (alpha / beta) at -23.011 / -23.189 eV. As for the net charge: +3. The frontier orbital gap (alpha / beta) comes out at 6.08 / 6.02 eV.

```
9
Properties=species:S:1:pos:R:3:mulliken_charge:R:1
O -1.43767 1.26960 1.49184 -0.39
C -0.32837 1.25603 0.90435 1.68
O 0.42248 2.24424 0.71497 -0.45
Li 1.77144 1.72789 -0.45731 0.93
Li -2.20810 -0.41646 1.26776 0.93
C 0.06631 -0.02914 0.26202 -1.79
C 0.33763 -0.99988 -0.43985 1.46
O 0.58789 -1.85008 -1.30353 -0.54
Tl 0.78838 -3.20220 -2.44024 1.18
```

Entry from the OMol25 dataset: C31H35As2F10N4O7S3Y as an isolated structure in a non-equilibrium geometry (ωB97M-V/def2-TZVPD).

The calculation puts the HOMO energy at -7.766 eV. As for the net charge: 0. For the energy above the lowest of the compared OMol25 structures with the same formula, charge and spin, the calculation gives 12.99 kcal/mol. The frontier orbital gap comes out at 8.01 eV.

```
93
Properties=species:S:1:pos:R:3:mulliken_charge:R:1
Y -0.10194 -0.28447 0.29950 -0.78
C 0.69374 -3.55084 4.14589 -1.66
C 0.43223 -2.34102 3.25419 -0.70
N 0.94124 -2.36234 1.86815 1.22
C 2.40356 -2.53245 1.79689 -0.23
C 2.99646 -3.91579 2.06572 -1.63
C 0.22064 -3.34892 1.04455 -1.18
C 0.71318 -3.38457 -0.39371 -1.51
N 0.74928 -2.04425 -0.96090 2.17
C 0.95449 -1.92223 -2.29268 -0.91
C 0.76215 -0.65431 -2.86391 -0.30
F 0.29360 0.31942 -2.00554 0.81
C 0.98769 -0.31841 -4.17351 -0.25
F 0.76637 0.94054 -4.56766 -0.30
C 1.42771 -1.27524 -5.07021 -0.80
C 1.61878 -2.54455 -4.55803 0.17
F 2.05731 -3.51783 -5.37014 -0.33
C 1.40109 -2.87387 -3.23228 0.66
F 1.67915 -4.13995 -2.85118 -0.36
H 0.03315 -3.48663 5.01168 0.47
H 1.71482 -3.58464 4.52341 0.32
H 0.48002 -4.49801 3.64903 0.29
H 0.84439 -1.44848 3.72854 0.36
H -0.63914 -2.17946 3.18346 0.28
H 2.83704 -1.80293 2.48706 0.66
H 2.70250 -2.24562 0.79099 -0.43
H 2.84330 -4.27387 3.07970 0.30
H 4.07417 -3.86180 1.89667 0.48
H 2.60744 -4.66899 1.38109 0.25
H -0.84043 -3.07771 1.07272 0.55
H 0.28631 -4.36260 1.45737 0.59
H 0.03166 -4.04242 -0.94379 0.68
H 1.69304 -3.87106 -0.44097 0.52
H 1.60789 -1.04657 -6.10883 0.54
C 4.44619 0.78754 1.14751 -1.34
As 2.99372 0.26795 -0.03588 1.75
C 3.95499 -1.04687 -1.09522 -1.08
C 2.93259 1.84516 -1.18020 0.11
C 3.85914 2.07046 -2.19248 -0.98
C 3.75114 3.18661 -3.01010 -0.92
C 2.71454 4.08423 -2.81569 -0.81
C 1.79969 3.88070 -1.79200 -0.90
C 1.90609 2.76945 -0.96310 0.27
As 0.61750 2.46836 0.46680 2.16
C -0.34737 4.13801 0.52960 -1.56
C 1.72762 2.76028 2.05163 -1.39
H 5.31689 1.01054 0.53038 0.42
H 4.68826 -0.03146 1.82445 0.44
H 4.18193 1.66741 1.72467 0.36
H 4.44701 -0.58304 -1.94607 0.41
H 3.27480 -1.81511 -1.44748 0.00
H 4.71305 -1.49767 -0.45465 0.41
H 4.67512 1.38032 -2.36560 0.39
H 4.47072 3.34839 -3.80224 0.40
H 2.61338 4.94707 -3.46128 0.42
H 0.99628 4.59243 -1.66060 0.44
H 0.37378 4.93499 0.71219 0.47
H -1.05340 4.07366 1.35396 0.34
H -0.88792 4.29458 -0.39650 0.39
H 2.54613 3.43308 1.79681 0.39
H 2.12234 1.82950 2.45515 0.28
H 1.09174 3.21242 2.80853 0.58
F -1.90001 1.60910 5.46515 -0.18
C -1.87366 0.48603 4.76088 0.35
F -0.75444 -0.17947 5.05681 -0.19
F -2.91321 -0.26873 5.09711 -0.23
S -1.93911 0.93158 2.96000 1.07
O -1.32827 -0.24316 2.28343 -0.51
O -1.13141 2.12004 2.87669 -0.80
N -3.40531 1.02219 2.59799 -0.04
S -4.27280 2.37292 2.54716 0.93
O -3.99466 3.13067 1.36487 -0.58
O -4.35861 3.02613 3.81527 -0.65
C -5.91924 1.60157 2.26167 0.63
F -6.82511 2.58158 2.33759 -0.22
F -6.19782 0.68857 3.18442 -0.24
F -5.99366 1.04916 1.05993 -0.19
O -1.64887 2.54062 -1.67096 -0.57
C -2.35725 1.59440 -1.39948 -0.10
N -2.20229 0.78339 -0.28476 0.39
S -3.04808 -0.59980 -0.48145 1.43
O -3.99259 -0.99588 0.51219 -0.68
O -1.94447 -1.56367 -0.71657 -0.56
C -3.89505 -0.14381 -1.93578 0.23
C -4.89310 -0.82802 -2.60405 -1.03
C -5.43587 -0.19464 -3.71277 -0.62
C -4.98971 1.06759 -4.11002 -0.52
C -3.99247 1.73260 -3.41169 -0.62
C -3.45318 1.10410 -2.30278 0.22
H -5.23726 -1.79852 -2.27508 0.53
H -6.22124 -0.67917 -4.27757 0.43
H -5.43925 1.53374 -4.97688 0.44
H -3.64085 2.71175 -3.70716 0.54
```

Entry from the OMol25 dataset: a 2-piece molecular cluster, H3N2O2P overall in a non-equilibrium geometry (ωB97M-V/def2-TZVPD).

The calculation puts the HOMO energy (alpha / beta) at -10.802 / -8.150 eV. As for the net charge: 0. For the energy above the lowest of the compared OMol25 structures with the same formula, charge and spin, the calculation gives 145.06 kcal/mol. The frontier orbital gap (alpha / beta) comes out at 9.53 / 7.95 eV.

```
8
Properties=species:S:1:pos:R:3:mulliken_charge:R:1
N -0.40604 0.88563 0.31198 -0.29
N -0.72952 -0.66263 2.27331 0.91
O 0.32772 -0.11774 2.57296 -0.64
O -1.34643 -1.46792 2.95574 -0.57
P -1.47407 -0.28417 0.71779 0.07
H 0.40768 1.00914 0.91052 0.29
H -0.42192 1.37514 -0.56249 0.23
H 0.34741 -2.62752 -0.88716 0.00
```

Entry from the OMol25 dataset: one molecule with the formula C6H8N4O4 in a non-equilibrium geometry (ωB97M-V/def2-TZVPD).

The calculation puts the HOMO energy at -8.668 eV. As for the structure (SMILES): NN/C=C/C=C\C=C([N+](=O)[O-])[N+](=O)[O-]. As for the net charge: 0. For the energy above the lowest of the compared OMol25 structures with the same formula, charge and spin, the calculation gives 199.14 kcal/mol. The frontier orbital gap comes out at 8.38 eV.

```
22
Properties=species:S:1:pos:R:3:mulliken_charge:R:1
N -1.11303 2.63660 0.18629 -0.71
N -0.30196 1.93925 -0.69531 0.23
C -0.38983 0.67569 -0.98008 -0.35
C -1.56967 -0.14721 -0.73166 -0.77
C -1.66012 -1.42946 -0.40906 -0.18
C -0.62591 -2.35984 0.16315 -0.60
C 0.58250 -1.86053 0.56681 -0.35
C 0.91181 -0.42629 0.29734 0.27
N 2.04675 -0.39065 -0.56116 0.95
O 2.49041 0.69039 -0.92086 -0.60
O 2.37087 -1.47928 -0.93729 -0.65
N 1.11539 0.28840 1.50185 1.09
O 1.48909 1.41116 1.47165 -0.63
O 0.85849 -0.39483 2.47650 -0.68
H -0.64063 3.49121 0.60914 0.29
H -1.51641 1.97138 0.88842 0.28
H 0.50500 2.41233 -1.10261 0.30
H 0.32198 0.57082 -1.76488 0.72
H -2.48510 0.39038 -1.07911 0.35
H -2.63422 -1.97218 -0.39100 0.31
H -0.88749 -3.41637 0.18279 0.41
H 1.13207 -2.60099 1.22906 0.31
```